{
  "formula": "C44H28BN16Sn",
  "method": "ωB97M-V/def2-TZVPD",
  "charge": 2,
  "homo_ev": [-13.33, -13.32],
  "s2": 0.768,
  "multiplicity": 2,
  "e_tot_ha": -2808.3043,
  "species": ["N", "H", "H", "C", "H", "C", "H", "C", "C", "C", "C", "H", "H", "C", "C", "C", "H", "C", "C", "Sn", "H", "H", "C", "N", "C", "H", "N", "C", "H", "C", "C", "H", "N", "C", "N", "C", "C", "C", "C", "H", "C", "C", "H", "C", "N", "H", "H", "B", "C", "C", "N", "C", "C", "H", "C", "H", "N", "C", "C", "N", "C", "C", "C", "C", "N", "H", "H", "N", "C", "N", "N", "H", "N", "C", "N", "C", "H", "C", "C", "N", "H", "H", "H", "C", "H", "C", "H", "H", "C", "C"],
  "positions_angstrom": [[-1.64998, -1.63130, -2.90908], [-4.54695, -3.91806, 1.14098], [4.32963, -4.47830, -0.73785], [3.76270, -4.58806, 0.17717], [-6.46363, 2.63085, -0.15422], [0.64649, -0.81837, 3.54845], [1.69875, -4.95903, 3.48454], [3.15464, -2.06401, 0.45641], [-0.22802, 1.04282, 4.54595], [-2.77987, -2.56180, 1.14708], [2.84117, -5.96701, 1.94650], [-3.31762, 1.32461, -3.65002], [-2.30059, -2.67367, 2.10785], [-2.76696, 1.47729, -2.73255], [-1.37294, 2.25091, -1.03156], [-0.81936, 2.27445, 1.17943], [-5.26283, 0.38919, -1.87909], [-0.18762, -2.48904, -4.32090], [-4.08737, -2.66775, -0.61072], [0.01614, -0.83769, 0.08825], [0.27053, -2.93814, -5.18437], [-4.51230, 2.46376, 1.68547], [0.48463, -0.12504, 4.83613], [-1.72522, 0.84137, -0.89326], [0.43630, -2.10060, -3.13354], [1.43776, -1.32565, 6.34102], [2.08164, 0.12454, -1.08183], [-3.92213, -3.19229, 0.65112], [-7.33030, -0.58816, -3.35938], [-4.36274, 2.75957, 0.65767], [-2.27982, 2.75780, -2.17012], [3.12168, 3.22201, -3.71582], [-0.44920, -1.58428, -2.28469], [3.74502, 2.38315, -3.43618], [-1.06036, 1.95802, 2.40333], [-0.58879, 1.93147, 5.53205], [5.79992, 1.11720, -3.64613], [-0.21505, 1.61586, 6.84219], [-5.42125, 2.82492, -0.36233], [5.34392, 2.86998, -4.78215], [-1.51598, -2.16779, -4.13940], [-5.26906, -0.38505, -2.63081], [6.01790, -0.62813, -2.38510], [-1.74129, 3.02683, 0.25833], [-4.41642, -2.02679, -3.88192], [-1.81781, 3.40920, -2.90824], [1.47434, -2.17297, -2.84529], [-2.85413, -1.05487, -2.17598], [2.27203, -4.85394, 2.57278], [3.32133, -0.42666, -1.19681], [-3.09366, -1.78052, -0.83699], [-3.44299, 3.47122, -1.37046], [2.03939, -2.25619, 2.31897], [-1.14117, 2.83288, 5.30320], [3.20056, -3.49784, 0.79862], [-5.43970, 3.29836, -2.48281], [3.69187, -1.53459, -0.61930], [-6.30014, -0.90038, -3.36401], [5.38416, 0.19830, -2.67783], [0.34898, 2.02198, 0.50672], [-4.90375, 3.15777, -1.55482], [0.50393, 0.46635, 7.12774], [4.13742, 0.37971, -2.12607], [0.15126, 2.15598, -0.80802], [-4.13288, -1.06770, -2.97656], [-3.32663, 4.55262, -1.50996], [-6.17057, -2.59214, -4.84186], [-2.28496, -1.71688, 0.24852], [2.07510, 1.28726, -1.76126], [1.34600, -1.89844, 3.36692], [1.03151, 2.08671, -1.76194], [-4.84140, -2.88951, -1.34827], [-2.47348, 0.48329, -1.92822], [-0.47292, 1.00337, 3.09787], [-0.04433, -0.15679, 2.56760], [-3.20914, 3.11098, 0.08422], [-2.37291, -2.30045, -4.77828], [3.57519, -5.83650, 0.77814], [0.87562, -0.42860, 6.11913], [2.48634, -1.36407, 1.39773], [2.71124, -6.94764, 2.38355], [-1.30989, 4.03011, 0.15784], [0.78066, 0.25463, 8.15160], [-5.70549, -1.92708, -4.13282], [-0.49758, 2.28734, 7.64154], [4.99890, 2.18390, -4.02074], [4.00688, -6.71590, 0.31965], [6.76104, 0.98097, -4.12330], [3.33217, 1.46438, -2.49946], [2.47310, -3.62490, 1.98747]],
  "forces_ev_per_a": [[-0.095, 0.052, -0.140], [0.018, -0.001, -0.004], [0.013, -0.033, 0.012], [0.006, 0.129, -0.058], [-0.005, 0.008, -0.038], [0.137, -0.002, -0.200], [0.028, 0.001, 0.010], [-0.209, 0.223, 0.226], [0.049, -0.128, 0.239], [0.006, 0.034, -0.069], [0.023, -0.011, -0.004], [-0.078, -0.131, 0.065], [0.009, 0.004, -0.010], [0.117, 0.385, 0.202], [0.374, 0.606, -0.119], [0.115, 0.080, 0.017], [0.002, -0.010, -0.008], [0.097, 0.043, 0.059], [-0.033, -0.107, 0.156], [0.200, -0.560, 0.042], [-0.053, -0.014, -0.005], [0.010, -0.051, -0.012], [-0.145, 0.213, 0.145], [-0.136, -0.081, 0.075], [-0.064, 0.029, 0.061], [-0.021, -0.008, 0.013], [-0.049, 0.065, 0.014], [-0.052, 0.013, -0.002], [0.012, -0.016, 0.009], [0.215, 0.020, 0.115], [0.174, -0.157, 0.014], [-0.005, -0.024, -0.038], [0.016, 0.188, 0.122], [-0.073, 0.065, 0.109], [-0.524, 0.183, -0.015], [0.036, 0.033, -0.160], [0.043, -0.013, -0.025], [-0.027, 0.079, -0.027], [-0.086, -0.002, -0.161], [0.025, 0.002, 0.018], [0.157, -0.065, -0.151], [-0.020, -0.114, -0.062], [-0.031, -0.026, -0.025], [-0.044, -0.207, -0.048], [0.017, -0.267, -0.239], [-0.010, -0.028, -0.036], [0.006, -0.011, -0.043], [-0.266, -1.000, -0.232], [-0.059, 0.099, 0.120], [-0.284, 0.120, 0.277], [-0.138, 0.280, 0.042], [-0.115, 0.034, 0.186], [0.088, 0.335, -0.240], [-0.014, -0.004, 0.031], [-0.021, -0.214, 0.128], [-0.063, 0.076, 0.073], [0.352, -0.196, -0.319], [-0.039, 0.005, -0.076], [0.002, -0.092, 0.132], [0.205, -0.236, 0.019], [-0.034, -0.180, -0.120], [0.023, 0.007, 0.048], [-0.035, 0.214, -0.258], [-0.110, -0.046, 0.093], [0.034, 0.489, 0.401], [0.087, -0.005, 0.008], [0.013, 0.006, -0.031], [0.100, 0.098, -0.132], [-0.018, -0.076, 0.281], [-0.094, -0.182, 0.325], [-0.058, 0.007, -0.337], [0.042, 0.092, -0.064], [-0.162, 0.282, -0.023], [0.424, -0.324, -0.071], [-0.165, 0.251, -0.036], [-0.222, 0.014, -0.048], [0.049, 0.004, 0.070], [-0.007, -0.020, -0.035], [0.050, -0.066, -0.118], [-0.018, 0.084, 0.041], [-0.007, 0.005, 0.004], [0.031, -0.004, -0.031], [-0.003, 0.003, -0.003], [-0.029, 0.099, 0.139], [0.038, -0.033, 0.035], [-0.013, 0.030, 0.025], [-0.001, -0.002, 0.016], [0.010, 0.034, 0.026], [0.211, -0.157, -0.150], [0.068, -0.219, -0.222]]
}